(1)
9
Properties=species:S:1:pos:R:3 method="wB97M-V/def2-TZVPD" gap_ev="6.5 / 6.5" e_homo_ev="-4.46 / -4.45" de_lowest_kj_mol=159.53 charge=-1
C -1.139 -2.117 -0.008
C 0.626 1.377 -0.686
N 1.256 0.570 0.195
O -1.239 -1.999 -1.163
O -1.210 -2.441 1.074
O 0.709 -0.357 0.814
O 2.467 0.587 -0.219
Cl 0.860 3.018 -0.507
Br -2.329 1.361 0.500

(2)
136
Properties=species:S:1:pos:R:3 method="wB97M-V/def2-TZVPD" gap_ev=7.9 e_homo_ev=-8.20 smiles="CCCCc1c(S)c(COC)cc2ncc([PH2]=N)nc12.CN(C)C=O.CN(C)C=O.CN(C)C=O.CN(C)C=O.CN(C)C=O.CN(C)C=O.CN(C)C=O.CN(C)C=O"
C 4.744 2.052 2.513
C 3.338 1.860 1.895
C 3.473 1.304 0.479
C 2.132 1.024 -0.226
C 1.100 2.121 -0.135
C 1.288 3.379 -0.687
S 2.773 3.870 -1.520
C 0.240 4.355 -0.587
C 0.429 5.733 -1.169
O 1.184 6.634 -0.365
C 1.101 6.428 1.029
C -0.937 4.059 0.053
C -1.151 2.798 0.645
N -2.347 2.561 1.259
C -2.442 1.370 1.774
C -1.421 0.397 1.718
P -1.606 -1.232 2.517
N -1.445 -1.152 4.079
N -0.290 0.606 1.103
C -0.128 1.839 0.545
H 5.487 1.688 1.810
H 4.953 3.103 2.693
H 4.842 1.460 3.417
H 2.782 1.129 2.480
H 2.804 2.808 1.836
H 4.126 1.912 -0.136
H 3.980 0.343 0.560
H 2.347 0.885 -1.290
H 1.741 0.074 0.108
H 2.864 2.967 -2.511
H -0.550 6.157 -1.414
H 0.970 5.656 -2.107
H 1.483 7.338 1.488
H 0.079 6.310 1.387
H 1.743 5.617 1.376
H -1.704 4.817 0.092
H -3.361 1.119 2.292
H -0.600 -2.022 1.943
H -2.874 -1.722 2.154
H -0.668 -1.711 4.403
C 6.948 -1.025 0.507
O 6.460 -0.209 1.268
N 7.232 -2.298 0.832
C 7.817 -3.228 -0.117
C 6.943 -2.754 2.182
H 7.202 -0.777 -0.538
H 7.150 -4.081 -0.254
H 8.774 -3.584 0.271
H 7.975 -2.742 -1.077
H 5.878 -2.644 2.391
H 7.495 -2.152 2.904
H 7.230 -3.797 2.284
C -2.165 -4.788 -0.323
O -1.423 -4.040 0.298
N -3.487 -4.893 -0.144
C -4.303 -5.817 -0.927
C -4.119 -4.058 0.859
H -1.786 -5.461 -1.109
H -5.060 -5.257 -1.480
H -4.793 -6.518 -0.266
H -3.685 -6.357 -1.627
H -3.945 -3.007 0.618
H -3.686 -4.261 1.841
H -5.185 -4.260 0.886
C -3.565 -8.172 -4.082
O -4.236 -7.593 -3.246
N -2.968 -9.361 -3.889
C -2.178 -10.005 -4.920
C -3.124 -10.017 -2.601
H -3.389 -7.754 -5.087
H -2.608 -10.977 -5.169
H -1.154 -10.150 -4.572
H -2.160 -9.389 -5.817
H -4.180 -10.199 -2.402
H -2.734 -9.378 -1.808
H -2.585 -10.961 -2.604
C 2.274 11.078 -3.361
O 2.535 11.624 -4.419
N 1.439 10.035 -3.223
C 1.162 9.420 -1.931
C 0.794 9.506 -4.409
H 2.713 11.406 -2.405
H 1.454 8.372 -1.955
H 0.099 9.492 -1.717
H 1.711 9.923 -1.142
H 1.544 9.170 -5.126
H 0.194 10.282 -4.887
H 0.155 8.670 -4.133
C -6.913 -6.907 2.004
O -6.537 -6.295 1.019
N -7.774 -7.937 1.975
C -8.188 -8.633 3.178
C -8.305 -8.362 0.689
H -6.565 -6.658 3.021
H -7.912 -9.687 3.113
H -9.270 -8.557 3.300
H -7.704 -8.195 4.048
H -7.490 -8.660 0.030
H -8.839 -7.538 0.216
H -8.982 -9.199 0.833
C -1.316 10.111 1.044
O -0.253 10.273 0.475
N -2.463 10.728 0.708
C -3.703 10.497 1.422
C -2.450 11.659 -0.410
H -1.426 9.426 1.903
H -4.460 10.102 0.741
H -4.069 11.431 1.851
H -3.544 9.780 2.224
H -2.134 11.146 -1.319
H -1.745 12.467 -0.214
H -3.445 12.071 -0.553
C 12.130 -4.126 2.353
O 11.218 -4.783 1.886
N 12.421 -2.864 1.987
C 13.515 -2.116 2.574
C 11.596 -2.244 0.966
H 12.803 -4.521 3.132
H 13.135 -1.213 3.057
H 14.230 -1.828 1.801
H 14.026 -2.723 3.317
H 10.559 -2.225 1.304
H 11.648 -2.832 0.049
H 11.938 -1.231 0.771
C -8.181 -0.346 -2.085
O -8.620 -0.656 -3.175
N -7.484 -1.169 -1.277
C -6.985 -0.743 0.014
C -7.227 -2.529 -1.720
H -8.321 0.662 -1.658
H -5.896 -0.831 0.043
H -7.410 -1.365 0.805
H -7.258 0.294 0.198
H -6.664 -2.511 -2.654
H -8.170 -3.046 -1.898
H -6.658 -3.062 -0.962